(1)
The following is a DFT calculation (wB97M-V/def2-TZVPD) of a molecular structure, AgCl3F9Sr9.

Each line ends with the Mulliken charge.
Atoms and positions in Å:
Ag (-0.0872, 6.0423, 2.1622)  0.91
Sr (-4.0045, -4.8437, 2.0771)  1.90
Sr (0.9032, -4.6537, 4.7700)  1.62
Sr (-1.0020, 1.5236, 3.4349)  1.39
Sr (-2.5692, -1.4864, 0.2007)  1.29
Sr (5.2224, 3.3396, 0.5881)  1.75
Sr (6.9221, -3.1173, -0.3006)  1.76
Sr (3.0234, -3.2398, -2.7936)  1.65
Sr (-0.5911, 2.6355, -3.2802)  1.83
Sr (-4.0851, 3.0199, -0.0118)  1.64
Cl (-0.8051, -4.3567, -0.7926)  -0.56
Cl (0.1499, -1.1009, 0.7166)  -0.74
Cl (4.1757, 2.2534, 3.0089)  -0.67
F (1.9721, -0.8632, -2.8224)  -0.80
F (-6.0089, 0.5145, -1.6784)  -0.58
F (-1.9487, -3.5943, 1.5608)  -0.85
F (1.9675, 4.4290, 0.1047)  -0.90
F (-2.7762, 2.7675, -2.8338)  -0.84
F (6.4112, 1.4633, 1.1652)  -0.88
F (-1.1308, 0.0627, -3.4531)  -0.84
F (-2.2908, 5.2647, 0.6544)  -0.77
F (-3.4480, -6.0599, -2.4772)  -0.30

Orbital gap: 1.822 eV
E: -2699.3549 a.u.
E_LUMO: -19.37 eV
Net charge: +7
2S+1: 1


(2)
The following is a DFT calculation (wB97M-V/def2-TZVPD) of a molecular structure, AlBH14O5.

Each line ends with the natural charge from an NBO analysis.
Atoms and positions in Å:
Al (-10.0854, -17.4380, 5.8231)  1.51
O (-11.8566, -17.1281, 8.1197)  -0.96
O (-8.5627, -16.0943, 7.9820)  -0.92
O (-8.5913, -15.0645, 5.1631)  -0.95
O (-9.1660, -19.8331, 4.6800)  -0.96
O (-7.2056, -17.7339, 5.5185)  -0.96
B (-9.0849, -19.2105, 8.1618)  -0.48
H (-7.6805, -15.7080, 8.0883)  0.51
H (-9.1340, -19.8881, 9.1056)  0.26
H (-8.9423, -16.0832, 8.8729)  0.50
H (-10.0176, -18.4892, 8.1699)  0.14
H (-9.1002, -19.8944, 3.7156)  0.52
H (-11.6843, -16.8921, 9.0418)  0.51
H (-8.6631, -14.2875, 5.7359)  0.51
H (-6.7398, -18.5527, 5.3086)  0.50
H (-8.0486, -18.6797, 8.1725)  0.15
H (-6.5863, -17.2326, 6.0628)  0.50
H (-12.8225, -17.1637, 8.0532)  0.52
H (-8.4666, -14.7051, 4.2720)  0.52
H (-9.1040, -19.7807, 7.1603)  0.07
H (-8.4914, -20.4394, 5.0132)  0.51

Orbital gap: 4.495 eV
E: -650.9682 a.u.
E_LUMO: -13.77 eV
Net charge: +2
2S+1: 1


(3)
The following is a DFT calculation (wB97M-V/def2-TZVPD) of a molecular structure, AlBH62O29.

Each line ends with the Mulliken charge.
Atoms and positions in Å:
Al (-3.1930, -1.1036, -0.0007)  1.25
O (-0.1643, -1.7566, -4.9636)  -0.53
O (-4.2853, -1.5873, -2.8938)  -0.39
O (-3.7144, -3.0611, 2.2934)  -0.45
O (0.5326, 2.8561, 1.1437)  -0.29
O (-0.7564, -4.9605, -2.4059)  -0.65
O (-2.0705, -0.3265, 2.7367)  -0.28
O (0.2980, 5.7532, 0.7916)  -0.62
O (1.2634, 1.8876, -1.6808)  -0.90
O (2.9326, -1.3115, 3.8764)  -0.59
O (0.6044, 1.5094, 4.5006)  -0.51
O (-1.5395, -1.8849, -2.5308)  -0.55
O (-2.6195, 3.9272, -0.7457)  -0.54
O (0.1056, 4.6170, -2.0311)  -0.57
O (-0.9669, 4.0100, 3.2604)  -0.58
O (-1.5941, -0.4849, 5.4838)  -0.59
O (-0.1907, 0.7401, -3.7675)  -0.63
O (3.6480, 2.7596, -1.0214)  -0.70
O (-2.9194, 1.7107, 0.9175)  -0.24
O (1.2472, -2.2831, 1.5903)  -0.50
O (-1.0585, -3.2343, 0.4334)  -0.13
O (-2.6704, 3.3662, -3.9537)  -0.59
O (-2.4768, 1.1456, -2.0860)  -0.33
O (-3.6334, -4.0539, -1.0137)  -0.47
O (4.9455, 1.2680, -2.5841)  -0.71
O (3.5654, -3.8685, -1.2808)  -0.57
O (2.7805, 1.1475, 2.4402)  -0.49
O (4.3726, -3.3913, 1.0830)  -0.61
O (-2.0302, -3.0380, 4.2417)  -0.69
O (4.5756, -1.3763, -2.5892)  -0.64
B (0.0653, -0.1234, -0.0665)  2.50
H (-3.3495, 2.3783, 1.4519)  0.24
H (-1.0342, 0.2900, 5.4369)  0.24
H (-3.0723, -3.2004, 2.9894)  0.36
H (-2.0089, 4.3442, -1.3535)  0.28
H (-2.5778, 3.0804, -4.8625)  0.30
H (-4.5023, -3.5095, 2.6006)  0.30
H (2.5301, 0.2730, 2.7380)  0.23
H (0.0130, -2.5948, -5.3905)  0.26
H (-1.9156, -2.1930, 4.6766)  0.28
H (3.5777, -3.0159, -1.7159)  0.33
H (-0.1007, 4.8897, 0.6838)  0.29
H (-0.5457, 3.3920, 2.6630)  0.39
H (-0.3058, -0.0993, 0.9464)  -0.86
H (1.0866, 1.3250, -0.9268)  0.15
H (-0.8775, -4.1334, 0.7075)  0.25
H (-1.7662, 0.9592, -2.6996)  0.23
H (5.0209, 2.1369, -2.9783)  0.30
H (-0.0869, -0.2085, -3.6927)  0.34
H (1.3902, 1.6577, 3.9744)  0.29
H (5.4377, -1.7032, -2.3322)  0.29
H (0.7342, 1.5162, -2.3867)  0.29
H (4.6831, -0.4263, -2.6356)  0.40
H (1.1849, 5.6529, 0.4458)  0.28
H (-0.2484, -2.7593, 0.6186)  0.15
H (0.1262, -4.9964, -2.0373)  0.33
H (0.4984, 3.7707, -1.8170)  0.42
H (1.5548, -2.1399, 2.4854)  0.09
H (-4.4192, -4.6001, -1.0359)  0.27
H (-0.1879, -1.0285, -0.5964)  -0.53
H (3.6649, 1.2740, 2.7837)  0.22
H (1.1432, -0.0907, -0.1036)  0.14
H (0.7489, 5.2616, -1.7365)  0.29
H (-0.5479, 0.8740, -4.6453)  0.23
H (3.9795, -3.7108, -0.4323)  0.41
H (-0.4246, 0.6843, -0.5879)  -0.43
H (-2.9087, -4.6722, -1.1080)  0.26
H (-3.1242, 4.6523, -0.3774)  0.21
H (4.0111, -4.0069, 1.7208)  0.28
H (-0.6182, -1.9046, -2.7894)  0.09
H (1.2658, 2.3911, 1.5469)  0.17
H (4.5276, 1.4241, -1.7372)  0.36
H (-4.7201, -2.4036, -3.1404)  0.25
H (-2.2538, 2.1903, 0.4243)  0.14
H (-1.7748, 3.5417, -3.6649)  0.29
H (0.4555, 2.3416, 4.9494)  0.27
H (3.7223, -1.8482, 3.9434)  0.26
H (0.0449, 2.1770, 0.6776)  0.04
H (-2.6594, 2.0776, -2.2061)  0.20
H (-4.7439, -0.9110, -3.3924)  0.27
H (2.7828, 2.5290, -1.3597)  0.49
H (-1.1785, -3.2214, 3.8454)  0.30
H (-1.2552, 0.1709, 2.6730)  -0.05
H (-2.1681, -0.3213, 6.2321)  0.29
H (0.1881, -1.1013, -5.5657)  0.23
H (1.4893, -1.4838, 1.1226)  0.14
H (-1.0029, -4.0373, -2.3489)  0.33
H (-2.0122, -1.6945, -3.3410)  0.35
H (2.2616, -1.8129, 4.3397)  0.30
H (-2.1368, -0.5610, 3.6624)  0.31
H (4.7091, -2.6679, 1.6119)  0.27
H (-0.8264, 3.6363, 4.1304)  0.23
H (3.4688, 3.3140, -0.2620)  0.26

Orbital gap: 2.204 eV
E: -2485.5692 a.u.
E_LUMO: -12.29 eV
Net charge: +2
2S+1: 1


(4)
The following is a DFT calculation (wB97M-V/def2-TZVPD) of a molecular structure, AlBrFHITm.

Each line ends with the natural charge from an NBO analysis.
Atoms and positions in Å:
Tm (-1.7700, 0.6801, -1.9565)  1.82
I (-0.3540, 2.2307, 0.4858)  -0.27
Br (-0.8076, -1.7455, 1.6884)  0.33
Al (0.4775, -0.2177, 0.2669)  1.29
F (2.2006, -0.2779, 0.7584)  -0.71
H (0.2535, -0.6696, -1.2432)  -0.46

Orbital gap (spin up / spin down): 8.308 / 5.180 eV
E: -4299.1812 a.u.
E_LUMO (spin up / spin down): -10.04 / -13.07 eV
Net charge: +2
2S+1: 3
<S²>: 2.00


(5)
The following is a DFT calculation (wB97M-V/def2-TZVPD) of a molecular structure, AlFO2S.

Each line ends with the natural charge from an NBO analysis.
Atoms and positions in Å:
S (-0.0531, -0.1460, -1.4387)  1.59
Al (0.4786, -0.4886, 1.5833)  2.03
F (-1.1995, 0.9245, -1.0673)  -0.40
O (0.6224, -0.4779, -0.1548)  -1.03
O (0.0497, -0.6013, 3.1353)  -1.18

Orbital gap (spin up / spin down): 8.325 / 5.524 eV
E: -890.6020 a.u.
E_LUMO (spin up / spin down): -6.60 / -9.36 eV
Net charge: +1
2S+1: 2
<S²>: 0.75


(6)
The following is a DFT calculation (wB97M-V/def2-TZVPD) of a molecular structure, AlH10O5.

Each line ends with the natural charge from an NBO analysis.
Atoms and positions in Å:
Al (-2.0212, -0.0533, -0.0794)  1.00
O (2.6393, -1.2979, -2.4753)  -0.62
O (-1.2848, -5.0163, -1.2164)  -0.63
O (-0.4902, 3.5331, -3.8007)  -0.60
O (1.8357, 2.6724, 2.4484)  -0.61
O (-2.6748, 0.3405, 5.1978)  -0.59
H (-1.7313, -5.5867, -1.8420)  0.51
H (-3.3539, -0.1795, 5.6275)  0.51
H (3.5800, -1.1247, -2.5100)  0.51
H (-0.5239, -5.5221, -0.9311)  0.50
H (0.0618, 3.4191, -4.5743)  0.50
H (1.7262, 3.6138, 2.5826)  0.50
H (2.7837, 2.5414, 2.4295)  0.50
H (2.5525, -2.2088, -2.7562)  0.50
H (-1.0305, 4.2972, -4.0019)  0.51
H (-2.0685, 0.5719, 5.9014)  0.50

Orbital gap: 1.686 eV
E: -623.1386 a.u.
E_LUMO: -18.79 eV
Net charge: +3
2S+1: 1


(7)
The following is a DFT calculation (wB97M-V/def2-TZVPD) of a molecular structure, AlH2O.

Each line ends with the natural charge from an NBO analysis.
Atoms and positions in Å:
Al (1.5026, -2.9461, -0.8011)  2.04
O (-0.3326, 0.6314, 0.2312)  -0.16
H (-0.3215, 1.2117, 0.9924)  0.56
H (-0.8486, 1.1030, -0.4226)  0.56

Orbital gap: 3.512 eV
E: -317.0726 a.u.
E_LUMO: -25.03 eV
Net charge: +3
2S+1: 1


(8)
The following is a DFT calculation (wB97M-V/def2-TZVPD) of a molecular structure, AlH2O.

Each line ends with the natural charge from an NBO analysis.
Atoms and positions in Å:
Al (0.2377, 1.9782, -1.3465)  2.29
O (0.1548, -0.3123, 0.3468)  -0.49
H (0.1567, -1.2398, -0.0779)  0.60
H (-0.5491, -0.4260, 1.0775)  0.60

Orbital gap: 5.780 eV
E: -317.0729 a.u.
E_LUMO: -25.23 eV
Net charge: +3
2S+1: 1